[1]
{"formula": "C4H12N4", "method": "ωB97M-V/def2-TZVPD", "homo_lumo_gap_ev": 9.8, "e_tot_ev": -10301.1403, "smiles": "[H]/N=N/N(C)[C@H](C)CN", "max_force_ev_per_a": 1.98, "relative_energy_kcal_mol": 49.15, "symbols": ["H", "N", "N", "N", "C", "C", "C", "C", "N", "H", "H", "H", "H", "H", "H", "H", "H", "H", "H", "H"], "coordinates": [[-1.969, 0.637, -2.513], [-1.253, 0.655, -1.780], [-1.703, -0.009, -0.798], [-0.993, -0.138, 0.282], [-1.599, -0.990, 1.278], [0.338, 0.391, 0.602], [0.604, 1.753, -0.029], [1.422, -0.632, 0.228], [1.639, -0.663, -1.209], [-2.580, -1.288, 0.918], [-0.996, -1.884, 1.451], [-1.708, -0.455, 2.225], [0.339, 0.497, 1.693], [1.457, 2.208, 0.466], [-0.261, 2.399, 0.091], [0.820, 1.646, -1.085], [2.365, -0.340, 0.705], [1.129, -1.616, 0.645], [2.188, -1.470, -1.473], [0.761, -0.702, -1.695]], "forces_ev_per_angstrom": [[-0.039, -0.199, 0.460], [0.196, -0.500, 0.689], [-0.771, 0.548, -1.736], [0.199, -0.094, 0.539], [-0.133, -0.135, 0.154], [0.477, 0.095, -0.446], [0.043, -0.022, 0.116], [-0.055, -0.118, 0.258], [0.330, -0.092, 0.064], [0.057, -0.001, 0.034], [-0.008, -0.012, 0.035], [0.005, -0.004, 0.028], [-0.031, -0.049, -0.129], [0.127, 0.056, 0.117], [-0.041, 0.126, 0.007], [0.017, 0.141, 0.070], [-0.123, -0.012, 0.086], [0.100, 0.258, -0.024], [-0.024, 0.022, -0.013], [-0.324, -0.008, -0.308]]}

---

[2]
{"formula": "C12H32N2O5", "method": "ωB97M-V/def2-TZVPD", "homo_lumo_gap_ev": [8.3, 3.1], "spin_multiplicity": 2, "s2": 0.7549, "e_tot_ev": -26167.8235, "total_charge": 1, "max_force_ev_per_a": 3.35, "relative_energy_kcal_mol": 6.80, "symbols": ["C", "O", "C", "C", "N", "C", "C", "O", "C", "H", "H", "H", "H", "H", "H", "H", "H", "H", "H", "H", "H", "H", "H", "H", "C", "C", "O", "O", "H", "H", "H", "H", "H", "H", "C", "C", "C", "O", "C", "N", "H", "H", "H", "H", "H", "H", "H", "H", "H", "H", "H"], "coordinates": [[-2.407, -3.023, 5.694], [-1.810, -2.264, 4.664], [-2.410, -1.102, 4.134], [-1.434, -0.161, 3.333], [-0.989, -0.745, 2.020], [0.110, -1.668, 1.972], [1.530, -0.955, 2.233], [2.095, -0.528, 1.024], [2.965, -1.522, 0.367], [-3.491, -2.978, 5.588], [-2.040, -2.506, 6.581], [-2.096, -4.068, 5.701], [-2.831, -0.583, 4.995], [-3.248, -1.473, 3.544], [-0.578, 0.003, 3.987], [-1.929, 0.789, 3.135], [-1.815, -1.148, 1.602], [0.188, -2.090, 0.970], [-0.056, -2.467, 2.694], [2.181, -1.551, 2.872], [1.239, -0.142, 2.899], [3.908, -1.674, 0.892], [3.208, -1.193, -0.643], [2.371, -2.430, 0.474], [-0.254, 3.765, 0.198], [0.431, 2.388, 0.538], [1.852, 2.406, 0.077], [-0.858, 3.731, -1.043], [0.580, 4.465, 0.141], [-0.949, 4.160, 0.940], [-0.240, 1.602, 0.194], [0.274, 2.167, 1.594], [2.360, 1.627, 0.314], [-0.279, 3.547, -1.786], [0.110, -0.113, -2.539], [0.871, 0.229, -3.835], [0.210, 1.299, -4.786], [-1.136, 0.930, -5.345], [-1.172, -0.284, -6.046], [2.220, 0.713, -3.425], [-0.052, 0.721, -1.857], [0.671, -0.915, -2.059], [-0.767, -0.726, -2.748], [1.053, -0.695, -4.385], [0.883, 1.627, -5.579], [0.137, 2.186, -4.157], [-0.501, -1.038, -5.632], [-0.788, -0.092, -7.048], [-2.187, -0.675, -6.118], [2.587, 1.526, -3.899], [2.282, 0.929, -2.440]], "forces_ev_per_angstrom": [[-0.457, 1.226, 0.513], [2.354, -0.025, -2.386], [-0.714, -1.414, 0.642], [0.518, -0.658, 0.249], [-0.735, -1.482, 2.839], [1.696, 1.092, -1.169], [-0.962, -0.095, 0.224], [0.466, 0.024, 0.290], [-0.864, 0.176, 1.176], [-0.125, -0.082, 0.313], [-0.590, -0.526, 0.648], [0.270, 0.266, -0.409], [0.039, 0.904, -0.245], [-0.259, 0.550, -0.528], [0.121, 0.101, -0.288], [-0.133, -0.108, -0.054], [-0.313, 0.422, -1.196], [-0.436, -0.137, 0.026], [-0.202, -0.073, 0.582], [0.075, -0.497, -0.433], [0.501, 0.671, -0.457], [-0.066, 0.264, 0.325], [-0.581, -0.084, 0.064], [0.437, -0.409, -0.868], [2.600, -0.790, -0.271], [0.169, 0.643, 0.532], [-2.540, 0.489, 0.224], [-1.764, -0.065, -0.837], [0.171, 0.258, 0.418], [-0.169, -0.518, -0.061], [0.473, -0.315, -1.373], [1.082, 0.537, 0.747], [-0.498, -0.419, 0.355], [0.441, 0.065, 0.340], [0.089, -1.169, -0.949], [0.533, 0.967, -0.106], [-1.241, -1.186, 0.448], [1.695, 1.039, 1.982], [0.928, 0.044, -0.726], [-0.059, -0.134, 0.073], [-0.152, -0.026, -0.220], [0.738, 0.342, 0.466], [-0.707, 0.802, -0.224], [-0.214, -0.044, -0.007], [0.127, -0.568, -0.345], [-0.861, 0.119, -0.072], [-0.245, -0.187, 0.248], [-0.133, -0.206, -0.397], [0.019, 0.238, 0.214], [-0.222, -0.041, -0.412], [-0.300, 0.021, 0.093]]}

---

[3]
{"formula": "C16H13CrN2O4", "method": "ωB97M-V/def2-TZVPD", "homo_lumo_gap_ev": [6.3, 3.6], "e_tot_ev": -56356.2027, "total_charge": 3, "max_force_ev_per_a": 7.88, "symbols": ["Cr", "O", "C", "C", "C", "C", "C", "C", "C", "N", "N", "C", "O", "C", "C", "C", "C", "C", "C", "H", "H", "H", "H", "H", "H", "H", "H", "H", "H", "C", "C", "O", "O", "H", "H", "H"], "coordinates": [[0.570, 0.810, 1.688], [0.661, 2.467, 2.075], [-0.205, 3.356, 2.481], [0.093, 4.454, 3.157], [-0.904, 5.473, 3.416], [-2.007, 5.541, 2.738], [-2.544, 4.325, 1.904], [-1.672, 3.247, 1.877], [-1.758, 2.252, 0.748], [-1.100, 1.142, 0.735], [-1.310, 0.235, -0.235], [-0.306, -0.528, -0.475], [0.902, -0.058, 0.261], [-0.412, -1.581, -1.473], [0.693, -2.158, -2.079], [0.631, -3.262, -2.932], [-0.712, -3.632, -3.378], [-1.820, -2.888, -3.020], [-1.736, -1.985, -1.959], [1.053, 4.832, 3.495], [-0.720, 6.244, 4.249], [-2.603, 6.570, 2.696], [-3.454, 4.399, 1.368], [-2.559, 2.278, -0.080], [1.696, -1.748, -1.887], [1.523, -3.661, -3.406], [-0.445, -4.114, -4.427], [-2.736, -3.219, -3.575], [-2.590, -1.326, -1.825], [3.987, -5.020, -1.001], [3.949, -3.837, -0.279], [3.942, -2.812, 0.182], [-0.054, -0.147, 2.690], [5.035, -5.014, -1.678], [3.026, -4.858, -1.672], [3.888, -5.779, -0.380]], "forces_ev_per_angstrom": [[-1.535, 0.064, 1.460], [1.553, -1.521, -0.902], [-4.660, 1.125, -0.969], [0.123, 2.379, 1.647], [3.193, 0.054, 2.876], [-6.750, -0.088, -4.064], [3.673, 3.227, 2.737], [2.790, -1.302, -2.467], [-3.113, 1.764, 1.602], [2.236, -0.880, -0.158], [-0.865, 0.588, 0.238], [1.355, 0.539, 0.124], [-1.306, -1.965, -3.103], [-1.225, -0.166, 0.149], [2.472, -1.261, -0.028], [-2.430, 1.449, 0.905], [4.777, 0.456, -3.104], [-0.943, -1.586, 0.295], [0.730, 0.978, -1.131], [0.374, -1.108, -0.015], [0.174, -1.022, -1.759], [0.936, -2.700, 0.358], [-0.746, -0.062, -0.420], [1.057, 0.383, 1.444], [-0.471, -0.021, 0.233], [-0.246, -0.042, 0.066], [-2.137, 0.061, 2.198], [0.503, 1.103, 0.905], [0.018, -0.326, 0.711], [0.925, 3.418, -5.846], [0.754, 2.562, 0.803], [-0.163, -1.233, -0.241], [0.225, 0.144, 0.119], [-2.722, -0.120, 1.736], [1.798, -0.769, 0.877], [-0.356, -4.122, 2.722]]}

---

[4]
{"formula": "C4H7NO", "method": "ωB97M-V/def2-TZVPD", "homo_lumo_gap_ev": 9.5, "e_tot_ev": -7795.5117, "max_force_ev_per_a": 1.14, "relative_energy_kcal_mol": 95.30, "symbols": ["C", "O", "C", "C", "C", "N", "H", "H", "H", "H", "H", "H", "H"], "coordinates": [[-0.438, -2.004, -0.026], [-1.459, -1.216, 0.618], [-1.653, -0.020, 0.163], [0.943, 1.987, -0.348], [1.683, 0.814, 0.112], [2.237, -0.135, 0.475], [-0.072, -1.471, -0.905], [-0.899, -2.957, -0.293], [0.371, -2.153, 0.690], [-2.471, 0.355, 0.826], [-0.114, 1.698, -0.419], [1.066, 2.813, 0.356], [1.299, 2.295, -1.334]], "forces_ev_per_angstrom": [[0.169, -0.187, -0.088], [-0.105, 0.414, -0.128], [-0.173, -0.379, 0.310], [-0.036, 0.040, -0.026], [0.493, -0.795, 0.310], [-0.530, 0.950, -0.348], [-0.072, -0.074, 0.121], [0.085, 0.116, 0.024], [-0.130, 0.019, -0.107], [0.094, -0.033, -0.089], [0.213, 0.102, -0.025], [-0.001, -0.127, -0.092], [-0.006, -0.047, 0.138]]}

---

[5]
{"formula": "C18H42BrNO9P3", "method": "ωB97M-V/def2-TZVPD", "homo_lumo_gap_ev": 8.8, "e_tot_ev": -137166.9929, "total_charge": 1, "max_force_ev_per_a": 8.34, "relative_energy_kcal_mol": 110.59, "symbols": ["C", "C", "O", "P", "O", "C", "C", "C", "C", "C", "N", "C", "P", "O", "C", "Br", "C", "O", "O", "C", "C", "H", "H", "H", "H", "H", "H", "H", "H", "H", "H", "H", "H", "H", "H", "H", "H", "H", "H", "H", "H", "H", "H", "H", "H", "H", "H", "H", "O", "P", "O", "C", "C", "O", "C", "C", "O", "C", "C", "H", "H", "H", "H", "H", "H", "H", "H", "H", "H", "H", "H", "H", "H", "H"], "coordinates": [[-1.404, 3.912, 3.827], [0.104, 3.828, 4.300], [1.057, 4.062, 3.218], [2.067, 2.706, 3.043], [3.196, 2.944, 2.055], [0.961, 1.269, 2.625], [-0.007, 1.561, 1.384], [0.887, 1.617, 0.078], [0.641, 0.429, -0.939], [1.324, 0.575, -2.362], [2.182, 1.782, -2.536], [3.545, 1.644, -1.848], [2.614, 2.038, -4.291], [1.593, 1.468, -5.248], [1.577, 3.072, -2.067], [0.372, 3.947, -3.381], [0.798, 2.990, -0.694], [1.253, 4.053, 0.159], [2.745, 2.427, 4.554], [4.007, 3.107, 4.726], [3.908, 4.683, 4.644], [-1.994, 2.982, 4.084], [-1.915, 4.751, 4.377], [-1.445, 4.079, 2.714], [0.279, 4.661, 5.036], [0.251, 2.846, 4.819], [0.269, 1.115, 3.504], [1.510, 0.304, 2.472], [-0.627, 2.481, 1.541], [-0.668, 0.649, 1.314], [1.959, 1.515, 0.434], [0.898, -0.587, -0.518], [-0.479, 0.387, -1.111], [2.005, -0.317, -2.491], [0.528, 0.453, -3.142], [3.821, 0.579, -1.660], [4.335, 2.125, -2.499], [3.501, 2.200, -0.867], [3.816, 1.261, -4.451], [2.995, 3.395, -4.530], [2.437, 3.788, -1.910], [-0.286, 3.205, -0.908], [0.555, 4.729, 0.176], [4.806, 2.704, 4.039], [4.373, 2.869, 5.768], [2.936, 5.085, 5.045], [4.717, 5.197, 5.242], [4.002, 5.009, 3.567], [-2.457, -5.688, -0.269], [-3.033, -4.877, -1.425], [-2.423, -3.383, -1.025], [-1.023, -3.196, -0.949], [-0.404, -3.068, -2.329], [-4.567, -4.690, -0.849], [-5.112, -5.596, 0.107], [-4.972, -5.032, 1.509], [-3.638, -4.229, -2.889], [-3.131, -4.731, -4.125], [-2.888, -6.228, -4.115], [-0.552, -4.008, -0.388], [-0.855, -2.272, -0.388], [-0.448, -4.022, -2.861], [0.646, -2.770, -2.257], [-0.941, -2.330, -2.930], [-4.655, -6.582, 0.023], [-6.172, -5.717, -0.130], [-3.935, -4.786, 1.743], [-5.334, -5.747, 2.251], [-5.546, -4.108, 1.606], [-2.216, -4.194, -4.389], [-3.873, -4.494, -4.891], [-2.065, -6.488, -3.437], [-2.624, -6.581, -5.112], [-3.777, -6.762, -3.773]], "forces_ev_per_angstrom": [[0.085, -0.013, 0.111], [-1.180, 0.711, 0.788], [0.878, -3.113, 0.291], [2.273, 1.417, -0.366], [-2.350, -0.536, 1.227], [-1.551, 0.409, 0.703], [1.055, -0.837, -0.172], [1.412, -0.112, -0.670], [-1.196, 0.305, 0.202], [-0.674, -2.382, 0.490], [0.913, 0.714, -0.279], [0.723, 0.554, 1.051], [-1.271, -2.418, -4.198], [1.491, 1.282, 2.085], [-0.127, 1.493, 1.280], [0.563, -0.557, 0.400], [-1.122, -0.029, 0.874], [-0.469, -0.494, -0.880], [-1.301, 0.342, -2.163], [1.654, 1.082, 1.332], [0.068, 0.137, -0.533], [0.788, 0.875, -0.392], [0.482, -0.727, -0.822], [-0.092, -0.011, 1.198], [-0.025, -1.001, -0.596], [0.216, 0.962, -0.417], [0.845, 0.008, -0.712], [-0.177, 1.093, 0.153], [0.662, -0.895, -0.193], [0.407, 1.102, 0.052], [-1.117, 0.335, -0.379], [-0.048, 1.267, -0.249], [1.176, 0.026, 0.050], [-0.629, 1.107, -0.092], [1.005, 0.810, 0.411], [-0.466, 0.873, -0.367], [-0.843, -0.445, 0.787], [0.129, -0.678, -0.976], [-0.471, 0.593, 0.713], [-0.132, -0.454, 0.932], [-1.034, -0.740, -0.290], [0.940, -0.594, -0.030], [0.436, -0.173, 0.098], [-1.145, 0.476, 0.432], [-0.785, -0.067, -1.050], [0.846, -0.645, -0.352], [-0.704, -0.834, -0.671], [-0.167, -0.256, 1.180], [1.009, -1.286, -3.758], [-4.015, 5.056, 5.272], [0.380, -0.466, -0.606], [0.112, 0.060, 0.086], [0.003, -0.005, -0.099], [0.577, -0.549, -1.105], [-0.108, -0.056, 0.523], [0.050, 0.129, 0.122], [2.008, -2.933, 0.157], [-0.003, 0.037, -0.681], [-0.020, 0.032, 0.191], [-0.043, -0.029, 0.014], [-0.171, -0.028, 0.047], [0.091, 0.024, -0.011], [0.022, -0.085, -0.018], [0.000, 0.002, 0.066], [0.104, 0.126, 0.055], [0.071, 0.133, -0.154], [0.016, -0.177, -0.093], [-0.015, 0.032, -0.045], [-0.055, -0.083, -0.029], [0.030, -0.009, -0.021], [-0.043, 0.103, 0.172], [0.037, 0.004, -0.039], [0.008, -0.020, 0.069], [-0.015, 0.032, -0.108]]}

---

[6]
{"formula": "C3H5NO3", "method": "ωB97M-V/def2-TZVPD", "homo_lumo_gap_ev": 10.2, "e_tot_ev": -10818.8211, "max_force_ev_per_a": 4.88, "relative_energy_kcal_mol": 158.35, "symbols": ["C", "C", "C", "H", "H", "H", "H", "H", "N", "O", "O", "O"], "coordinates": [[-0.531, 1.145, 1.425], [-0.574, -0.460, 1.078], [0.781, -0.491, -2.271], [0.999, 0.950, 0.316], [0.035, -1.199, 1.769], [-1.738, -0.720, 1.357], [0.222, -1.834, -2.256], [1.472, 0.237, -2.956], [0.653, 0.035, -1.093], [0.388, 1.832, 0.753], [-1.430, 1.426, 2.205], [-0.277, -0.922, -0.326]], "forces_ev_per_angstrom": [[-1.716, -3.065, 0.313], [-1.410, -1.558, 0.730], [0.202, -0.680, 1.894], [-2.255, 3.921, 0.625], [-0.824, 1.998, -1.106], [2.993, 0.538, -1.278], [1.786, 4.470, -0.815], [-1.845, -2.520, 1.184], [-1.595, -3.315, -0.991], [1.477, -3.175, 0.188], [2.272, 1.198, -1.355], [0.914, 2.187, 0.611]]}